[1]
Below is a structure of composition C27H45As2N8O2PSTi at a distorted geometry, with properties calculated with the ωB97M-V functional and the def2-TZVPD basis.

The geometry in XYZ format:
```
87
Properties=species:S:1:pos:R:3:forces:R:3:mulliken_spin:R:1
Ti -0.0904 0.5133 0.0784 -0.23 -0.01 -0.11 1.09
N 2.6526 2.8155 2.5661 -0.11 -0.15 -0.21 0.00
C 1.5491 2.1421 2.0251 -0.02 0.10 0.17 0.01
S 0.8887 2.7717 0.5113 0.37 0.02 0.31 0.00
N 1.1470 1.0881 2.6471 -0.33 -0.09 0.07 0.01
N 0.0812 0.4376 1.9808 0.55 -0.17 1.34 0.04
C -0.8922 -0.0791 2.7814 -0.05 0.41 -0.37 0.67
C -2.2675 0.1530 2.4409 0.26 0.13 0.09 -0.13
C -3.2886 -0.2092 3.3497 0.00 0.00 -0.01 0.10
C -4.5873 0.2517 3.2282 0.03 0.00 -0.09 -0.08
C -4.9070 1.1295 2.1898 0.04 -0.06 0.04 0.17
C -3.9300 1.4740 1.2596 -0.13 -0.09 -0.24 -0.07
C -2.6427 0.9458 1.3009 0.26 0.13 -0.05 0.10
O -1.7754 1.2489 0.3148 -1.46 -0.01 0.43 0.06
H 2.6793 3.7911 2.3220 -0.01 0.09 -0.01 0.00
H 2.7736 2.6407 3.5533 -0.04 -0.01 0.02 0.00
H -0.6317 -0.3500 3.7994 -0.03 -0.05 0.07 0.00
H -3.0130 -0.8350 4.1953 -0.03 0.07 -0.05 0.00
H -5.3415 -0.0406 3.9530 0.09 0.04 -0.05 0.00
H -5.9046 1.5523 2.1117 0.10 -0.05 0.00 0.01
H -4.1538 2.1708 0.4550 0.02 -0.10 0.08 0.00
C 4.0444 1.2761 -0.4774 -0.07 -0.05 -0.20 0.01
As 2.6904 0.0257 0.1307 0.51 -0.37 -0.19 0.00
C 3.6172 -0.5660 1.7467 -0.05 0.13 0.07 -0.01
C 3.1230 -1.5530 -0.9563 -0.01 0.00 -0.03 0.01
C 4.2047 -1.6284 -1.8306 -0.03 -0.05 0.03 0.00
C 4.4707 -2.7987 -2.5338 0.02 0.06 0.00 0.00
C 3.6605 -3.9102 -2.3557 -0.04 -0.03 0.04 0.00
C 2.5697 -3.8378 -1.4953 0.07 0.00 -0.08 0.00
C 2.2835 -2.6640 -0.8037 -0.03 -0.02 -0.02 0.01
As 0.6661 -2.4680 0.3101 0.17 -0.02 -0.19 -0.03
C 1.3263 -3.3905 1.8991 -0.04 0.11 0.14 0.02
C -0.3329 -3.9734 -0.4212 -0.14 0.04 -0.02 0.01
H 5.0377 0.8647 -0.3179 0.10 -0.02 -0.02 0.00
H 3.9162 2.1768 0.1111 -0.01 0.13 0.09 0.00
H 3.8955 1.5182 -1.5286 0.00 0.02 -0.02 0.00
H 4.3602 -1.3194 1.5026 0.09 -0.05 -0.02 0.00
H 2.8992 -0.9390 2.4669 -0.05 0.00 0.07 0.00
H 4.0926 0.3127 2.1767 0.02 0.05 0.05 0.00
H 4.8504 -0.7697 -1.9667 0.02 0.00 0.00 0.00
H 5.3154 -2.8431 -3.2134 -0.05 0.01 0.05 0.00
H 3.8754 -4.8339 -2.8824 -0.03 0.06 0.02 0.00
H 1.9378 -4.7094 -1.3744 0.03 0.00 -0.02 0.00
H 1.6581 -4.3852 1.6133 0.04 -0.08 0.01 0.00
H 0.5209 -3.4592 2.6286 -0.02 -0.01 0.02 -0.01
H 2.1547 -2.8434 2.3406 -0.03 -0.02 0.00 0.00
H 0.1192 -4.9206 -0.1385 0.02 -0.08 0.02 0.00
H -0.3706 -3.8915 -1.5052 -0.02 0.01 -0.01 0.00
H -1.3474 -3.9211 -0.0344 -0.08 -0.01 0.02 0.00
C -5.3428 0.3482 -1.5908 0.11 0.08 -0.02 0.00
N -3.9395 0.0988 -1.8807 -0.08 0.55 0.01 0.00
C -3.2086 1.1733 -2.5548 -0.15 -0.16 0.01 0.00
P -3.1899 -1.3270 -1.6193 0.57 -0.16 0.00 0.03
O -1.8126 -1.2220 -1.0533 -0.33 -0.21 -0.14 -0.03
N -4.1463 -2.2805 -0.6858 -0.21 -0.21 0.18 0.00
C -3.8656 -2.5234 0.7287 -0.08 -0.05 -0.19 -0.03
C -5.4090 -2.8261 -1.1638 0.24 -0.08 0.09 0.00
N -3.1994 -2.0495 -3.1214 0.03 -0.21 -0.17 0.00
C -3.7769 -1.5038 -4.3333 0.05 0.00 0.03 0.00
C -2.5652 -3.3475 -3.2787 -0.05 0.11 -0.09 0.00
H -5.9951 0.0902 -2.4357 0.00 0.00 -0.01 0.00
H -5.4764 1.4080 -1.3747 0.01 0.01 0.02 0.00
H -5.6650 -0.2015 -0.7083 0.05 0.02 -0.03 0.00
H -3.8143 1.5881 -3.3670 0.00 -0.01 -0.01 0.00
H -2.2815 0.7938 -2.9890 -0.06 -0.04 0.06 0.00
H -2.9454 1.9660 -1.8564 0.00 0.05 0.10 0.00
H -2.9326 -2.0494 1.0152 0.07 0.06 -0.04 0.05
H -3.7887 -3.6020 0.9128 -0.03 0.04 -0.02 0.00
H -4.6575 -2.1181 1.3622 -0.02 0.05 0.01 0.00
H -5.5685 -2.5810 -2.2122 0.03 0.04 -0.01 0.00
H -6.2501 -2.4379 -0.5852 -0.05 0.05 0.03 0.00
H -5.4139 -3.9162 -1.0688 0.02 -0.02 0.02 0.00
H -4.2743 -0.5576 -4.1313 0.03 -0.08 0.01 0.00
H -4.5157 -2.1958 -4.7547 0.02 -0.01 0.01 0.00
H -3.0131 -1.3277 -5.1022 -0.01 -0.01 0.05 0.00
H -1.5750 -3.2759 -3.7515 -0.06 0.02 0.02 0.00
H -3.1874 -3.9968 -3.9035 0.00 0.02 0.02 0.00
H -2.4464 -3.8302 -2.3111 0.00 0.02 0.04 0.00
N 0.6404 -0.1701 -4.0811 0.19 0.06 -0.97 0.00
C 0.5505 1.2065 -4.0978 0.02 -0.07 -0.08 0.00
C 0.3457 1.5551 -2.8067 0.12 -0.17 0.37 0.03
N 0.3107 0.4085 -2.0156 0.13 0.78 -0.95 -0.05
C 0.4924 -0.5950 -2.8282 -0.20 -0.48 0.20 0.02
H 0.8521 -0.7576 -4.8679 -0.04 -0.02 -0.03 0.00
H 0.6358 1.7904 -5.0005 0.01 -0.11 0.11 0.00
H 0.2348 2.5350 -2.3781 -0.01 0.03 0.06 0.00
H 0.4808 -1.6381 -2.5595 0.05 0.04 0.03 -0.01
```
Forces are in eV/Å.

Summary:
HOMO level (alpha / beta), eV: -4.62 / -6.67
Multiplicity: 3
<S²>: 2.03
Relative energy (zero: lowest compared OMol25 entry of this formula, charge and spin), eV: 2.208



[2]
Below is a structure of composition C27H45BrN2OP2Zn at a distorted geometry, with properties calculated with the ωB97M-V functional and the def2-TZVPD basis.

The geometry in XYZ format:
```
79
Properties=species:S:1:pos:R:3:forces:R:3:mulliken_charge:R:1
N -6.7074 4.8586 -4.5684 0.21 -0.08 -0.44 -0.53
C -6.4629 5.4013 -3.3760 0.21 -0.68 -0.15 -0.33
C -5.4396 4.9443 -2.5361 0.15 -0.40 -0.01 -0.55
C -4.6440 3.8158 -2.9133 -1.02 0.68 -0.85 0.55
C -4.8886 3.3154 -4.2221 0.06 0.27 0.50 -0.41
C -5.9124 3.8883 -5.0128 0.78 -0.82 0.78 -0.30
C -3.6330 3.2426 -2.0040 0.32 -0.37 0.00 -0.07
Zn -0.7650 0.0875 0.4958 0.47 -0.45 1.04 -0.06
P 4.7734 -0.7963 0.7047 2.42 -0.10 0.03 -0.19
C -2.9576 2.0670 -2.1905 -1.65 0.64 -0.80 -1.32
C -1.8149 1.6869 -1.4436 0.36 -0.45 1.49 1.76
C -0.6300 1.1475 -2.0232 0.46 1.24 0.23 -0.99
C 0.6121 1.6949 -1.5683 -1.46 -0.87 -0.60 -0.33
C 0.5730 2.6879 -0.5640 -0.89 -1.48 2.11 -0.43
C -0.4353 2.4006 0.4535 0.44 1.68 -1.17 -0.57
C -1.7320 1.9410 -0.0284 1.31 0.72 -0.68 -0.93
Br 1.6657 4.1989 -0.5657 0.12 -0.74 0.38 0.03
H -3.3815 3.8750 -1.1509 0.01 -0.12 -0.08 0.43
H -3.2315 1.4904 -3.0621 0.20 -0.14 -0.21 0.38
H -5.3252 5.4769 -1.5921 0.21 -0.38 -0.06 0.34
H -4.2605 2.4988 -4.6115 -0.51 0.48 0.04 0.25
H -7.1694 6.1874 -3.0989 0.49 -0.12 0.19 0.38
H -6.0849 3.4564 -6.0071 -0.11 0.44 0.38 0.35
H -0.7332 0.6087 -2.9701 0.43 0.15 0.34 0.68
H -2.6120 2.2179 0.5507 0.15 -0.37 0.00 0.99
H 1.5402 1.3102 -1.9885 -0.09 0.68 -0.32 0.55
H -0.3493 2.7468 1.5062 -0.01 0.04 -1.02 0.70
P -0.4804 -2.2622 0.3696 0.09 0.81 -0.60 0.99
C 4.5621 0.9980 0.8534 -0.27 0.48 -0.09 0.21
C 5.8486 1.6878 0.3870 0.09 0.36 -0.05 -1.33
H 4.3845 1.2326 1.9128 0.00 -0.11 -0.19 0.37
H 3.6848 1.3370 0.2825 0.05 0.22 0.10 -0.24
H 5.8431 2.7632 0.5945 -0.11 -0.12 -0.05 0.38
H 6.7222 1.2634 0.8916 -0.20 0.00 -0.05 0.39
H 6.0098 1.5676 -0.6880 -0.04 -0.06 0.06 0.33
C 4.2584 -1.2795 -0.9646 -0.54 -0.10 -0.52 0.89
C 5.2898 -2.2243 -1.5997 0.04 -0.12 -0.18 -1.41
H 4.1876 -0.3607 -1.5629 -0.05 -0.10 0.04 0.30
H 3.2685 -1.7497 -0.9531 0.21 0.09 -0.18 -0.54
H 5.0834 -2.4056 -2.6596 -0.08 0.06 0.12 0.41
H 6.2981 -1.8066 -1.5288 -0.17 0.00 0.05 0.38
H 5.3135 -3.2001 -1.1052 -0.04 0.15 0.06 0.35
C 3.7901 -1.5116 2.0240 -0.74 -0.32 0.82 0.46
C 4.7887 -1.9899 3.1132 -0.26 -0.12 0.14 -1.29
H 3.1621 -2.3405 1.6769 0.13 -0.03 -0.05 0.05
H 3.1110 -0.7445 2.4291 -0.02 -0.25 0.03 -0.19
H 4.3700 -2.7629 3.7679 -0.06 0.16 -0.10 0.38
H 5.6942 -2.3923 2.6457 -0.24 0.05 0.12 0.37
H 5.0941 -1.1550 3.7525 0.02 -0.08 -0.16 0.33
C -0.3902 -3.5095 1.7036 0.27 0.10 0.88 -0.44
C -1.4409 -4.6297 1.7173 -0.34 -0.12 -0.18 -1.23
H -0.4433 -2.9351 2.6422 0.10 -0.25 -0.21 0.27
H 0.6133 -3.9713 1.6785 -0.26 0.47 -0.18 0.45
H -2.3921 -4.2935 2.1491 0.23 -0.03 -0.23 0.30
H -1.6302 -5.0269 0.7125 0.01 0.04 0.20 0.32
H -1.0976 -5.4729 2.3352 0.02 0.38 -0.20 0.40
C 0.7060 -2.6780 -0.9541 0.31 -0.21 0.02 0.22
C 0.1437 -2.4893 -2.3586 -0.09 0.00 -0.42 -1.17
H 1.0890 -3.7021 -0.8124 -0.21 0.32 0.02 0.68
H 1.5478 -1.9832 -0.8036 -0.30 -0.49 -0.01 -0.85
H -0.8426 -2.9508 -2.4765 0.25 0.07 -0.05 0.33
H 0.0534 -1.4201 -2.6013 0.02 -0.37 0.00 0.12
H 0.8020 -2.9577 -3.1016 -0.09 0.24 0.22 0.45
C -2.1437 -2.1627 -0.3621 -0.71 -0.52 -0.47 -0.99
C -3.2760 -1.8202 0.6338 -0.23 0.04 0.22 -1.13
H -2.3517 -3.0876 -0.9117 -0.26 0.22 0.00 0.68
H -2.0699 -1.3384 -1.1049 -0.02 -0.65 0.14 0.43
H -4.0108 -1.1360 0.1748 0.34 -0.30 0.15 0.33
H -3.8384 -2.7085 0.9604 0.35 0.26 -0.16 0.37
H -2.8848 -1.3384 1.5467 -0.16 -0.09 -0.27 0.10
C 0.3397 0.4173 4.6328 0.58 0.28 0.09 -1.13
C -0.8685 0.1527 3.8058 -1.04 -0.28 -0.49 0.55
N -2.0436 0.1878 4.4443 0.38 0.03 -0.35 -0.36
O -0.8416 -0.1417 2.5742 0.21 0.58 1.09 -0.06
H 0.1295 1.0938 5.4668 -0.07 -0.08 -0.18 0.48
H 1.1288 0.8537 4.0187 -0.06 -0.10 0.04 0.21
H 0.7265 -0.5072 5.0791 -0.16 0.02 -0.25 0.30
H -2.8972 -0.0462 3.9551 0.13 0.10 0.10 0.21
H -2.0954 0.4867 5.4040 -0.08 -0.13 0.06 0.22
```
Forces are in eV/Å.

Summary:
HOMO level, eV: -11.74
Net charge: +2



[3]
Below is a cluster of 2 separate species, C27H45N4O4 in total at a distorted geometry, with properties calculated with the ωB97M-V functional and the def2-TZVPD basis.

The geometry in XYZ format:
```
80
Properties=species:S:1:pos:R:3:forces:R:3:mulliken_charge:R:1
C -1.9114 -0.3028 -2.9897 0.60 -0.33 0.45 -1.15
C -0.7179 -0.3550 -1.9181 -1.19 -0.36 -0.31 -0.12
C -1.2836 -0.9524 -0.5753 0.85 1.06 0.84 -0.81
C -0.1194 -1.3577 0.4931 -3.51 0.81 -0.27 0.04
C -0.8062 -1.2408 1.9407 -0.54 -1.13 -0.52 -0.66
N 1.0037 -0.3989 0.2557 0.57 -0.42 1.65 0.99
C 2.3317 -1.0375 0.0439 1.27 -0.22 -0.37 -0.77
C 3.4452 -0.7100 1.1030 1.90 0.26 0.28 0.51
C 4.8556 -0.5088 0.3763 -0.75 -0.11 0.09 -1.03
C 5.5029 -1.8607 -0.1448 0.75 0.99 -0.88 -1.00
C 5.5257 -1.7788 -1.7249 0.11 -0.52 0.57 0.63
C 6.6409 -1.0719 -2.3382 -2.03 -0.96 -2.50 -0.54
C 6.6199 -0.9658 -3.8062 -1.42 -0.72 1.25 -0.35
C 5.5231 -1.5418 -4.5963 0.23 -0.12 2.23 -0.53
C 4.4485 -2.2551 -3.9199 0.76 0.61 1.44 -0.57
C 4.4200 -2.3788 -2.4513 2.30 1.44 -2.00 -0.32
C 3.2044 0.5895 1.9466 0.24 -0.01 -1.06 -0.88
N 1.7760 0.6195 2.4043 -0.27 0.18 -1.34 -0.09
C 1.0219 0.6802 1.1723 0.29 -1.35 0.06 -1.13
N 0.3654 1.7511 0.8497 0.70 -0.06 0.81 0.38
C 0.2796 2.9736 1.6971 -1.40 0.55 0.54 -0.80
C -0.9722 3.7915 1.1720 1.06 0.70 0.11 -0.15
C -0.7970 5.3699 1.3564 -0.74 -1.12 -1.18 -0.64
C -1.6394 6.0246 0.1694 0.83 1.18 0.92 -0.74
N -3.0089 5.4679 0.0663 0.45 -0.32 -0.67 -0.22
C -3.2103 4.6758 -1.1392 -0.77 -1.71 -0.54 0.39
C -3.8972 3.2665 -0.9302 0.40 0.67 0.86 -0.74
O -2.8689 4.9842 -2.2534 0.27 0.33 0.87 -0.52
H -2.8621 -0.6658 -2.5159 0.83 0.35 -0.51 0.31
H -1.6451 -0.9990 -3.8227 -0.49 0.79 0.47 0.30
H -2.0766 0.7437 -3.3558 0.19 -1.07 0.12 0.29
H -0.3486 0.7010 -1.8350 -0.08 -0.98 0.29 0.18
H 0.1378 -0.9848 -2.2668 -0.69 0.57 0.08 0.21
H -1.9977 -1.7938 -0.7304 0.79 0.58 -0.01 0.51
H -1.8725 -0.1177 -0.0801 0.35 -0.88 -0.46 0.09
H 0.1187 -2.4267 0.2848 0.50 1.03 0.25 0.54
H -1.3480 -0.2624 2.0928 0.91 -0.78 -0.11 0.26
H -1.6370 -2.0300 1.9704 1.50 1.31 -0.09 -0.15
H -0.1266 -1.5002 2.7945 -0.50 0.42 -0.70 0.31
H 2.2593 -2.1595 -0.0213 -0.36 1.19 0.15 0.14
H 2.7062 -0.7197 -0.9727 -0.42 -0.14 1.01 0.38
H 3.6100 -1.5728 1.8113 -0.55 0.79 -0.55 0.24
H 4.6552 0.1582 -0.5081 0.30 -0.56 0.79 0.50
H 5.5679 0.0651 1.0376 -0.76 -0.75 -0.46 0.41
H 6.5659 -1.8867 0.2296 -1.05 -0.12 -0.44 0.41
H 5.0115 -2.7915 0.2296 0.13 0.85 -0.34 0.46
H 7.4768 -0.6096 -1.7596 -0.96 -0.61 -0.45 0.33
H 7.4439 -0.4097 -4.3012 -0.75 -0.55 0.28 0.34
H 5.5276 -1.4217 -5.7029 -0.04 -0.20 1.08 0.35
H 3.5908 -2.7101 -4.4682 0.97 0.50 0.23 0.35
H 3.5949 -2.9097 -1.9228 0.89 0.46 -0.56 0.34
H 3.3429 1.4701 1.2552 0.03 -0.64 0.82 0.34
H 3.9207 0.6849 2.8067 -0.86 -0.14 -0.81 0.38
H 1.6128 -0.3137 2.8024 -0.19 0.40 -0.17 0.47
H -0.1175 1.7245 -0.0572 0.34 0.08 0.41 0.17
H 0.1322 2.6653 2.7676 0.21 0.13 -1.10 0.32
H 1.2154 3.5859 1.6758 -0.66 -0.73 -0.40 0.35
H -1.9185 3.4357 1.6484 0.82 0.21 -0.57 0.27
H -1.0037 3.6440 0.0503 -0.18 -0.03 1.10 0.11
H -1.1667 5.7214 2.3499 0.49 -0.30 -0.78 0.35
H 0.2935 5.5892 1.1891 -1.08 0.15 0.37 0.31
H -1.7174 7.1242 0.3906 0.13 -0.98 -0.37 0.43
H -1.0482 5.9166 -0.7771 -0.72 0.03 0.68 0.30
H -3.7172 6.2024 0.0907 0.25 -0.24 0.04 0.32
H -3.3651 2.7411 -0.0858 -0.57 0.49 -0.82 0.12
H -3.8540 2.6379 -1.8526 -0.15 0.79 0.73 0.23
H -4.9441 3.4423 -0.5740 0.77 -0.27 -0.41 0.34
C -6.7416 -4.4855 1.4061 0.01 -0.31 -0.41 -1.46
C -5.3261 -4.4599 1.9374 -1.04 -0.10 0.01 0.44
C -4.9943 -3.2156 2.7146 -0.18 0.14 0.48 -0.51
O -3.5879 -3.0848 2.4942 0.18 -0.15 -0.42 -0.37
C -3.3152 -3.6904 1.3090 0.06 -0.36 -0.39 0.64
O -2.2729 -3.5993 0.7277 -0.44 -0.21 0.21 -0.55
O -4.3755 -4.4088 0.8674 0.67 0.38 0.28 -0.33
H -6.8749 -3.7507 0.6100 0.07 0.12 0.16 0.36
H -6.9610 -5.4611 0.9687 -0.04 0.05 0.09 0.36
H -7.4675 -4.2920 2.1979 0.10 -0.02 0.02 0.37
H -5.1281 -5.3594 2.5279 0.11 0.08 -0.01 0.27
H -5.2109 -3.3192 3.7769 0.22 0.04 -0.02 0.31
H -5.4932 -2.3189 2.3364 -0.03 -0.11 -0.10 0.31
```
Forces are in eV/Å.

Summary:
HOMO level, eV: -10.85
Net charge: +1